# C7H10F9NO7P2S

A cluster of 2 separate species, C7H10F9NO7P2S in total at a distorted geometry (ωB97M-V with the def2-TZVPD basis set, the Open Molecules 2025 dataset).

Properties
E_tot in hartree: -2833.47516
Kohn-Sham gap in eV: 1.89
ΔE to the lowest compared entry with this formula, charge and spin in kcal per mole: 60.7
Charge: 0

Atoms and positions in Å:
C 1.0399 0.2346 -1.1607
P 0.5275 1.4275 -2.5692
O -0.5248 0.5839 -3.6053
P -0.4521 3.0764 -1.5167
F -0.3213 2.8033 0.1461
O 0.5181 4.4834 -1.8211
N 1.5584 4.4364 -0.8900
O 1.3649 5.3440 -0.1389
S -2.4384 3.5709 -2.1960
O -2.9277 4.6805 -1.2851
O -2.4454 4.1507 -3.5942
C -3.7010 2.2047 -2.0568
F -4.9106 2.7410 -2.5804
F -3.4287 1.0621 -2.8237
C -4.0409 1.7352 -0.5680
F -4.9007 2.6369 0.0907
F -2.9304 1.3960 0.2043
F -4.8051 0.5450 -0.6981
H 0.1800 -0.0148 -0.4644
H 1.3567 -0.7254 -1.7084
H 1.9666 0.6396 -0.6489
H -0.9850 -0.1241 -3.0846
C 0.9330 -4.5097 2.3095
C 1.8091 -3.9491 3.4165
O 3.0305 -3.3936 2.9565
C 3.0314 -2.0527 2.4034
O 2.4475 -1.1948 3.2118
C 2.4825 -1.9838 0.9331
F 2.8590 -3.0723 0.2159
F 2.9977 -0.9174 0.2649
F 1.1400 -1.8991 0.8190
H 1.5298 -5.0266 1.5545
H 0.1996 -5.2081 2.7227
H 0.3708 -3.7208 1.8118
H 2.1021 -4.7885 4.0553
H 1.2531 -3.2621 4.0609
H 4.1139 -1.9093 2.2335

Cartesian forces, eV/Å:
C -0.587 -0.235 -0.592
P 1.023 -2.302 -1.502
O 0.380 0.565 2.730
P 2.723 0.245 2.817
F -0.673 1.206 -3.618
O -4.470 -3.261 -1.238
N 1.041 3.486 4.072
O 1.501 -2.517 -1.600
S -3.873 8.480 -2.317
O 1.622 -4.140 -1.017
O 1.028 -3.377 3.252
C -3.171 -2.058 -1.139
F 3.193 -0.853 1.210
F 0.155 2.495 1.565
C -2.503 -1.706 1.921
F 2.867 -1.965 -1.633
F -2.056 1.325 -1.849
F 1.896 2.670 0.121
H 1.302 0.361 -0.644
H -0.455 1.452 0.655
H -1.412 -0.300 -0.514
H 0.287 0.586 -0.760
C -0.353 0.140 -0.161
C 0.242 -0.217 0.186
O -0.036 -0.561 -0.880
C -0.704 0.733 1.846
O 0.087 0.141 -1.205
C 0.318 -1.219 0.645
F -0.158 0.268 -0.230
F 0.107 -0.018 0.199
F 0.026 0.322 -0.203
H 0.011 -0.035 0.131
H 0.074 -0.027 0.024
H 0.007 -0.087 -0.014
H 0.173 0.106 -0.005
H 0.095 0.244 -0.206
H 0.290 0.054 -0.047